1.
The following is a quantum chemistry calculation of C38H50ClO4S3SiY as an isolated structure, from the Open Molecules 2025 dataset.

Values from the calculation:
* E_HOMO: -7.2 eV
* E: -3761.3171 Eh
* charge: 0
* HOMO-LUMO gap: 0.2682 Ha

Atoms and positions in Å:
Y 0.31101 0.93560 0.04590
C 4.34824 1.64351 -0.14112
C 4.21967 2.52163 1.11045
C 4.90049 1.90433 2.33090
C 2.76911 2.89125 1.35988
C 2.26712 4.06725 0.79551
C 0.99005 4.51777 1.06778
C 0.14298 3.80655 1.91418
C -1.18477 4.38539 2.31468
C 0.60214 2.59012 2.42437
C 1.90875 2.14302 2.16700
H 5.37383 1.29191 -0.26460
H 4.07068 2.20401 -1.03748
H 3.69711 0.77143 -0.07171
H 4.73365 3.46523 0.90762
H 4.46560 0.94614 2.61146
H 4.83284 2.57321 3.19042
H 5.95584 1.73422 2.11453
H 2.91032 4.65095 0.14658
H 0.64202 5.44607 0.63032
H -1.02041 5.28516 2.91103
H -1.75666 3.68335 2.91432
H -1.77086 4.66201 1.43920
H -0.04781 2.02433 3.08767
H 2.25839 1.22915 2.63231
C 2.97586 -1.96655 -5.01646
C 2.15824 -3.19831 -4.57892
S 1.91900 -3.39056 -2.78611
C 0.29342 -2.63185 -2.53771
C 0.11639 -1.25729 -3.16096
S 1.36523 -0.05232 -2.62103
C 1.25927 1.11056 -4.00977
C 2.25878 0.80116 -5.11616
S 2.04667 -0.75887 -6.02495
H 3.81829 -2.28830 -5.62717
H 3.37324 -1.44470 -4.14852
H 2.68241 -4.10263 -4.88582
H 1.18294 -3.22659 -5.06721
H 0.16088 -2.59899 -1.45454
H -0.48086 -3.29037 -2.93440
H -0.86827 -0.85107 -2.92997
H 0.21050 -1.31219 -4.24406
H 1.47393 2.09614 -3.59902
H 0.23414 1.11639 -4.37743
H 3.28092 0.83387 -4.73700
H 2.17483 1.57434 -5.88232
C 3.35527 -2.65253 1.33802
C 2.61833 -1.34691 1.64640
C 1.90650 -1.47067 2.99123
C 1.70851 -0.91451 0.48361
H 4.03823 -2.93454 2.14558
H 3.93160 -2.56688 0.41471
H 2.63232 -3.46309 1.20447
H 3.38782 -0.57472 1.75611
H 1.29856 -2.37517 3.01349
H 1.24505 -0.62138 3.19508
H 2.62804 -1.55062 3.80818
H 0.92968 -1.69213 0.33653
H 2.33282 -0.99521 -0.41744
O -1.62853 3.02056 -0.43125
Cl -0.99384 2.84288 -1.71850
O -1.29605 1.51276 -2.18982
O -1.33626 3.85135 -2.64923
O 0.46170 2.85218 -1.45525
C -5.83142 0.48880 -2.18152
C -5.90766 0.82708 -0.83910
C -4.85742 0.52877 0.02205
C -3.70050 -0.10643 -0.43324
C -3.65291 -0.44201 -1.79042
C -4.69722 -0.15651 -2.65669
Si -2.21936 -0.53933 0.68789
C -2.77903 -0.03537 2.43765
C -2.98139 1.32470 2.70239
C -3.39623 1.76919 3.95139
C -3.59694 0.85783 4.98013
C -3.39362 -0.49399 4.74316
C -2.99589 -0.93396 3.48449
C -2.15114 -2.43966 0.69148
C -1.21481 -3.07266 1.51259
C -1.07268 -4.45242 1.53720
C -1.87161 -5.24285 0.72084
C -2.81578 -4.63984 -0.09789
C -2.95608 -3.25521 -0.10957
H -6.64872 0.72138 -2.85220
H -6.79164 1.32242 -0.45558
H -4.94918 0.79170 1.06882
H -2.77846 -0.95411 -2.17795
H -4.62561 -0.43196 -3.70213
H -2.83700 2.04447 1.89987
H -3.57138 2.82509 4.12438
H -3.91590 1.19915 5.95692
H -3.55432 -1.21307 5.53729
H -2.86273 -1.99637 3.31651
H -0.59033 -2.46320 2.15234
H -0.33644 -4.91050 2.18764
H -1.76156 -6.31995 0.72609
H -3.45140 -5.24878 -0.72957
H -3.70847 -2.80929 -0.74883


2.
The following is a quantum chemistry calculation of C38H50Ge2IrN5O3 as an isolated structure at a distorted geometry, from the Open Molecules 2025 dataset.

Values from the calculation:
* E_HOMO: -12.5 eV
* E: -6235.2386 Eh
* charge: +2
* HOMO-LUMO gap: 0.2591 Ha

Atoms and positions in Å:
Ir -2.16244 -0.17340 -0.24442
C -0.48200 -0.18322 -2.63399
N -1.82608 0.34070 -2.30639
C -2.82006 -0.25583 -3.26980
C -3.60732 -1.43477 -2.72357
C -2.76718 -2.52980 -2.07369
N -2.45019 -2.16099 -0.67953
C -2.63182 -3.06795 0.21700
C -2.52440 -2.93958 1.64111
C -2.69099 -4.12126 2.39808
C -2.65489 -4.11303 3.76713
C -2.47289 -2.88857 4.42670
C -2.29577 -1.72350 3.71928
C -2.30971 -1.71244 2.30845
O -2.09248 -0.56207 1.71425
C -1.81751 1.82041 -2.50142
C -0.72201 2.58870 -1.75332
C -0.67303 2.36864 -0.22840
N -1.94218 1.80873 0.19690
C -2.82124 2.58547 0.71705
C -4.18865 2.24860 0.95311
C -5.00936 3.18042 1.61889
C -6.34444 2.93870 1.80814
C -6.89018 1.74895 1.30961
C -6.11075 0.82840 0.64750
C -4.74207 1.05811 0.45421
O -4.08982 0.13141 -0.24540
H -0.14043 0.21757 -3.59233
H -0.50678 -1.26627 -2.70121
H 0.23219 0.09386 -1.85930
H -2.27558 -0.55431 -4.16977
H -3.52860 0.51982 -3.55716
H -4.17319 -1.86580 -3.55090
H -4.32366 -1.07929 -1.98723
H -1.84157 -2.71514 -2.62228
H -3.33111 -3.46262 -2.08708
H -2.92232 -4.05926 -0.13066
H -2.85728 -5.05195 1.86755
H -2.78224 -5.02650 4.32986
H -2.48215 -2.85700 5.50903
H -2.17849 -0.77325 4.22621
H -2.80369 2.18227 -2.21267
H -1.68450 2.02331 -3.56920
H -0.91085 3.64253 -1.96556
H 0.25690 2.35138 -2.17131
H -0.46547 3.31020 0.28430
H 0.11897 1.67074 0.03501
H -2.51782 3.60421 0.95955
H -4.56480 4.10120 1.97823
H -6.96748 3.64947 2.33114
H -7.94485 1.54774 1.44493
H -6.53032 -0.08794 0.25428
C 1.29413 -3.38013 2.76877
N 1.20919 -2.49712 1.61538
C 0.86839 -1.22180 1.67199
N 0.57305 -0.66449 2.84504
O 0.83784 -0.49885 0.59910
H 1.54662 -4.37722 2.42202
H 0.33328 -3.43283 3.28590
H 2.07051 -3.04951 3.46101
H 1.51694 -2.83046 0.71507
H 0.38766 -1.23491 3.65416
H 0.13758 0.24369 2.81348
C 2.45428 3.34474 -3.41148
Ge 3.18163 1.59329 -2.96363
C 2.73290 0.41738 -4.45201
C 5.11317 1.75279 -2.84746
Ge 2.54283 0.31912 -0.17593
C 3.64271 -1.26778 0.06004
C 3.44209 -2.35548 -0.79692
C 4.23237 -3.49069 -0.69666
C 5.22976 -3.55181 0.27028
C 5.43718 -2.47948 1.12417
C 4.65534 -1.33381 1.01497
C 3.01514 1.68090 1.12485
C 3.34468 2.94028 0.62742
C 3.86676 3.91760 1.46530
C 4.05859 3.63915 2.80924
C 3.69868 2.39985 3.32507
C 3.16892 1.42645 2.49157
H 3.09222 3.68411 -4.23123
H 2.50857 4.06857 -2.60045
H 1.42608 3.28352 -3.76138
H 3.50898 0.61313 -5.19502
H 1.76487 0.67653 -4.87717
H 2.74730 -0.64293 -4.20824
H 5.42031 2.06489 -3.84823
H 5.59771 0.81080 -2.59873
H 5.41495 2.50812 -2.12438
H 2.67214 -2.30582 -1.56306
H 4.07964 -4.32045 -1.37481
H 5.85568 -4.43118 0.34455
H 6.21707 -2.52664 1.87301
H 4.85059 -0.49460 1.67079
H 3.19602 3.16054 -0.42577
H 4.12313 4.89228 1.07130
H 4.47876 4.39365 3.46084
H 3.84217 2.18854 4.37680
H 2.87613 0.47229 2.90950


3.
The following is a quantum chemistry calculation of C38H50O6P4PdS2 as an isolated structure, from the Open Molecules 2025 dataset.

Values from the calculation:
* E_HOMO (spin up / spin down): -13.0 / -13.9 eV
* E: -4218.7937 Eh
* 2S+1: 5
* charge: +2
* HOMO-LUMO gap (spin up / spin down): 0.3077 / 0.2105 Ha

Atoms and positions in Å:
Pd 0.78396 -0.45324 -0.36694
S 0.35996 -0.76130 -2.81305
P -1.25807 -1.78562 -2.17357
C -1.13483 -1.33207 -0.48738
P -1.89367 -1.57531 1.06169
S -0.81295 -0.27038 2.25577
C -3.63455 -1.20875 1.06669
C -4.08117 0.09919 1.24467
C -5.43096 0.38503 1.10673
C -6.32569 -0.62993 0.79584
C -5.88130 -1.93519 0.61848
C -4.53541 -2.22984 0.75016
C -1.62316 -3.19298 1.75450
C -2.40060 -3.59801 2.84348
C -2.16749 -4.83331 3.42368
C -1.16792 -5.65734 2.92297
C -0.39061 -5.25114 1.84499
C -0.60974 -4.01569 1.26211
C -2.75732 -1.38899 -3.04696
C -3.81872 -0.71432 -2.45396
C -4.95316 -0.42804 -3.20065
C -5.02005 -0.80598 -4.53287
C -3.95119 -1.46475 -5.13085
C -2.81833 -1.75696 -4.39421
C -1.05508 -3.56269 -2.23889
C 0.21381 -4.13819 -2.26519
C 0.34377 -5.51616 -2.19456
C -0.78639 -6.31718 -2.09390
C -2.05341 -5.74688 -2.07692
C -2.19164 -4.37041 -2.15332
H -3.38461 0.89017 1.49389
H -5.78611 1.39593 1.25252
H -7.38003 -0.40540 0.70165
H -6.58550 -2.72203 0.38499
H -4.19162 -3.24831 0.61087
H -3.18648 -2.96158 3.23212
H -2.76494 -5.15384 4.26590
H -0.99319 -6.62387 3.37667
H 0.38481 -5.89896 1.45905
H -0.00534 -3.70735 0.41889
H -3.76671 -0.39330 -1.42205
H -5.78145 0.09522 -2.74220
H -5.90489 -0.58148 -5.11333
H -4.00538 -1.75058 -6.17240
H -1.99104 -2.27512 -4.86611
H 1.08988 -3.50845 -2.36435
H 1.32519 -5.96992 -2.23453
H -0.68108 -7.39305 -2.04744
H -2.93105 -6.37661 -2.02248
H -3.18134 -3.92874 -2.15952
C 0.99496 5.63432 1.54076
C 0.57969 4.20167 1.32176
C 0.71589 3.32742 2.54424
O 1.48746 3.66001 0.28253
P 1.01957 2.67681 -0.83877
O 0.06991 1.59884 -0.39346
C 2.59719 2.02108 -1.41111
P 3.41391 0.98319 -0.17957
O 2.43244 0.43818 0.81838
O 4.51297 1.78807 0.56871
C 5.64315 2.48260 -0.08540
C 6.89879 2.03155 0.61992
C 5.38687 3.96567 0.03601
O 4.05996 -0.11921 -1.09035
C 4.74069 -1.28702 -0.49148
C 5.98201 -1.53384 -1.31247
C 3.76381 -2.44186 -0.50869
O 0.36903 3.48354 -2.00043
C 0.97424 4.72364 -2.54076
C -0.08786 5.79178 -2.46158
C 1.44710 4.42688 -3.94374
H 0.33540 6.09786 2.27479
H 0.93704 6.21165 0.61862
H 2.01523 5.68112 1.92277
H -0.43513 4.15320 0.91822
H 1.73601 3.36700 2.92731
H 0.47442 2.29309 2.30645
H 0.04035 3.67971 3.32485
H 3.25239 2.84226 -1.71089
H 2.40240 1.40424 -2.29130
H 5.65738 2.16243 -1.13173
H 6.86081 2.31406 1.67191
H 7.76834 2.50698 0.16607
H 7.02583 0.95189 0.55426
H 5.28336 4.23709 1.08665
H 4.48195 4.27630 -0.48789
H 6.22766 4.52012 -0.38120
H 4.99729 -1.03390 0.54044
H 5.71368 -1.80207 -2.33453
H 6.55728 -2.35278 -0.87997
H 6.61746 -0.65019 -1.33860
H 3.52188 -2.72713 -1.53352
H 2.84086 -2.18697 0.02305
H 4.19943 -3.30193 0.00161
H 1.81492 4.98567 -1.89186
H -0.95822 5.50106 -3.04997
H 0.30123 6.72873 -2.86055
H -0.40302 5.96141 -1.43232
H 0.60680 4.13414 -4.57314
H 2.18527 3.62454 -3.95663
H 1.90678 5.31675 -4.37374


4.
The following is a quantum chemistry calculation of a 4-piece molecular cluster, C38H51F24INO6PS overall at a distorted geometry, from the Open Molecules 2025 dataset.

Values from the calculation:
* E_HOMO: -7.9 eV
* E: -5418.0888 Eh
* SMILES: C#C[C@@]1(C[C@H](C)I)C[C@](CCCOC)(P(C)C)[NH2+][C@@](CC=C)(C(=O)[O-])[C@H]1CCCS.FC(F)C(F)(F)COC(F)(F)C(F)F.FC(F)C(F)(F)COC(F)(F)C(F)F.FC(F)C(F)(F)COC(F)(F)C(F)F
* charge: 0
* HOMO-LUMO gap: 0.2899 Ha

Atoms and positions in Å:
C 4.15194 2.69799 2.71457
C 4.19776 1.29416 2.48585
C 4.32160 -0.26899 1.90100
C 5.87411 -0.71235 2.16998
C 6.71783 0.17154 3.25582
C 8.25390 -0.50433 3.24059
I 6.07290 -0.00900 5.34444
C 3.32293 -1.13985 2.89384
C 2.63159 -2.44499 2.21210
C 1.00175 -2.32271 2.31712
C 0.44618 -2.19222 3.88966
C -1.12480 -1.64463 3.73542
O -1.77821 -2.36619 2.59320
C -3.24453 -2.26372 2.68553
P 3.02561 -3.93626 3.41649
C 2.23388 -5.55470 2.76393
C 4.89575 -4.10819 3.72414
N 3.18684 -2.89584 0.89154
C 3.40736 -1.87290 -0.17698
C 4.55976 -2.49052 -1.22748
C 6.02910 -2.74468 -0.58424
C 6.53278 -4.03012 0.02120
C 2.07283 -1.83560 -1.19382
O 0.83813 -2.19913 -0.85686
O 2.20481 -1.41474 -2.63122
C 3.90264 -0.38559 0.29657
C 2.99562 0.87462 -0.25477
C 1.53957 1.07674 0.44750
C 0.24323 0.94686 -0.55371
S -0.88295 2.44119 -0.30692
H 4.20235 3.87529 2.70951
H 6.51882 -0.65224 1.16599
H 5.97986 -1.85095 2.51263
H 6.92911 1.29700 2.91585
H 8.19554 -1.58540 3.72825
H 8.67722 -0.50682 2.14804
H 8.90252 0.24741 3.90309
H 2.45119 -0.38202 3.19672
H 3.81568 -1.46748 3.90246
H 0.56881 -3.37193 1.94583
H 0.50692 -1.51599 1.63432
H 1.10409 -1.48446 4.54963
H 0.36504 -3.24537 4.39642
H -1.15355 -0.48227 3.49436
H -1.71989 -1.85626 4.72946
H -3.73234 -3.15886 2.07534
H -3.67195 -1.27671 2.18011
H -3.63366 -2.39618 3.79958
H 1.44129 -5.88937 3.58927
H 1.66364 -5.41822 1.74996
H 3.03741 -6.43684 2.73488
H 5.54343 -4.12368 2.72239
H 5.34547 -3.23194 4.38018
H 5.11355 -5.10186 4.33189
H 2.50536 -3.62382 0.51514
H 4.03964 -3.48283 1.14552
H 4.15404 -3.50675 -1.69266
H 4.73130 -1.76577 -2.16113
H 6.82263 -1.85935 -0.62340
H 7.60549 -4.16717 0.48386
H 5.72765 -4.91015 0.06307
H 4.94612 -0.21199 -0.26487
H 3.59672 1.90178 -0.14105
H 2.79990 0.81962 -1.43213
H 1.50253 0.39991 1.39988
H 1.51131 2.19921 0.85622
H 0.50313 0.72128 -1.67267
H -0.38029 0.00823 -0.16024
H -1.30696 2.35074 1.05028
F -5.65568 -0.20277 -2.68752
C -4.61374 -0.56578 -1.91091
F -4.92309 -0.16207 -0.64910
C -3.29733 0.05695 -2.36391
F -3.31391 1.40991 -2.23432
F -2.30907 -0.38033 -1.52014
C -2.86509 -0.30497 -3.79408
O -3.20094 0.63784 -4.81831
C -4.53029 0.53904 -5.32668
F -5.07549 -0.62905 -4.91091
F -4.40449 0.43026 -6.67740
C -5.39470 1.76070 -4.98747
F -5.43675 1.99373 -3.65088
F -6.68076 1.57725 -5.38872
H -4.55474 -1.65842 -1.90001
H -1.76811 -0.31844 -3.79122
H -3.14938 -1.32719 -4.07116
H -5.00856 2.66155 -5.47222
F -11.50213 -1.29728 -2.39605
C -10.25096 -1.62264 -2.78239
F -10.27883 -2.95046 -3.07727
C -9.20953 -1.33577 -1.70579
F -9.39872 -2.11405 -0.60759
F -7.98064 -1.69054 -2.19957
C -9.11478 0.13491 -1.26837
O -9.84619 0.49738 -0.09177
C -11.23071 0.77504 -0.29517
F -11.46321 0.90783 -1.62289
F -11.44614 2.00567 0.24454
C -12.15336 -0.25013 0.37747
F -11.88082 -1.51666 -0.02770
F -13.45574 -0.01596 0.06511
H -10.02456 -1.08605 -3.70882
H -8.06630 0.30954 -0.99681
H -9.30145 0.83038 -2.09542
H -12.04955 -0.21722 1.46548
F 4.76401 5.02236 -0.93394
C 5.17747 6.28709 -0.71021
F 5.59900 6.32467 0.58275
C 4.07620 7.31600 -0.94368
F 3.05849 7.16903 -0.05473
F 4.59947 8.55963 -0.69996
C 3.49890 7.33850 -2.36826
O 2.29428 6.59329 -2.57869
C 2.47267 5.19606 -2.80516
F 3.78187 4.95341 -3.05347
F 1.81730 4.92104 -3.96575
C 1.90376 4.32765 -1.67515
F 2.42858 4.66189 -0.46875
F 2.19464 3.01432 -1.87298
H 6.04743 6.48377 -1.34420
H 3.20972 8.37773 -2.56806
H 4.25544 7.11498 -3.12998
H 0.81745 4.43281 -1.60821